Computed, not measured: a structure of composition C41H41N11O3V, with wB97M-V/def2-TZVPD.

Summary:
expectation value of S² = 3.758
Kohn-Sham gap (spin up / spin down) = 6.23 / 7.26 eV
E_HOMO (spin up / spin down) = -6.10 / -7.13 eV
E_tot = -91406.3720 eV
energy above the lowest of the compared OMol25 structures with the same formula, charge and spin = 6.5 kcal/mol

The geometry in ORCA input format:
```
! wB97M-V def2-TZVPD RIJCOSX def2/J DEFGRID3
* xyz 0 4
C -4.8254 1.7297 -0.1425
H 4.9672 1.7483 -2.3276
C -2.0954 -5.3456 -0.7532
H 0.5154 -0.3853 -3.1580
C 6.3203 -0.1549 2.4925
C -2.2768 3.8925 1.6702
C 4.8979 2.0686 3.3009
H -3.2992 -2.8743 -0.9939
H 6.1126 2.0301 5.0430
C -0.3507 2.7469 0.5326
H -1.1553 -3.0112 -4.4169
N 3.0241 2.2798 -1.7995
H 4.5487 3.1579 -0.6487
C -5.4296 2.6684 -0.9756
N -6.6354 0.0495 -0.1319
C -1.0961 -3.3376 -3.3914
H -3.3070 1.3626 1.3358
N 0.6923 0.2680 -1.1986
N -0.2995 2.9328 2.7214
H 3.9386 -1.7426 -1.7777
C -3.3229 3.4181 0.6915
O 3.5974 1.9907 1.3509
H 2.6616 -0.1358 -2.8699
C -0.2630 -0.2887 -0.5391
C -0.5338 -2.2336 3.2079
H 4.3464 2.9524 3.5996
C -0.2798 -0.8385 0.7949
C -1.6577 -2.0995 2.3702
H -1.3615 -5.6782 -0.0184
C -0.5127 -3.4853 -1.3897
H -0.7432 0.7100 -2.6546
H -2.3704 -6.2040 -1.3650
C 1.0532 1.7016 -3.3122
H -1.2273 -0.4006 -1.0483
H -2.3506 -1.3057 0.5236
C -5.3931 0.3814 -0.0773
H -0.6225 -2.7804 4.1397
O 1.9848 -0.3940 1.4245
H 3.9271 2.0900 -3.6995
C 1.8090 2.7394 -2.4935
H -0.7454 2.7910 -0.4699
N 0.8160 2.2571 0.8984
C 0.3369 0.5372 -2.5974
C -3.8080 -3.5258 -0.2948
H 2.0865 3.5484 -3.1875
H -2.6114 -2.5345 2.6412
C -3.9197 4.3421 -0.1568
H 1.1596 3.1842 -1.7364
H 5.4591 -0.8696 -2.0110
N -1.0319 3.1480 1.6066
C 5.8864 1.5497 4.0980
V 2.4341 0.9789 -0.0386
H -5.4238 4.7015 -1.6418
C -5.6450 -3.9201 1.2218
H -6.5432 -3.5611 1.7060
H 6.8879 -1.0154 2.1516
C -4.9657 3.9698 -0.9899
H 3.0013 3.9770 -0.5598
H -3.6252 -6.6264 1.0301
C 0.6701 -1.6782 2.8687
H 7.3965 0.0155 4.3346
H 4.1031 -0.2314 -3.8531
C 0.8532 -0.9335 1.6645
H -5.6794 -5.8507 2.1484
C -3.3270 -4.8023 -0.0572
H 1.5339 -1.7694 3.5158
N 4.2157 -0.1124 -0.4899
C 3.7242 0.0882 -2.8789
H 1.6195 2.0673 2.8756
N -6.6825 -1.3261 0.0206
C 3.6863 3.4648 -1.2346
C -5.1587 -5.1954 1.4630
H -2.6279 3.7828 2.6955
C 6.6141 0.4168 3.7054
H -2.0709 4.9510 1.5037
C 3.9612 1.5926 -2.7208
O -4.5826 -0.6914 0.0939
N -1.8461 -4.3154 -2.9334
C -5.4642 -1.7258 0.1327
N -1.4563 -4.4043 -1.6447
H -6.2627 2.3639 -1.5946
H -0.0613 -3.3536 -0.4181
H 5.9760 -0.9596 0.1031
C -4.9618 -3.0831 0.3490
H -3.5713 5.3682 -0.1551
H 3.9974 4.1576 -2.0292
H 0.2944 2.2610 -3.8644
C 4.5389 1.4740 2.0608
C 5.2960 0.3325 1.6614
C 0.8008 2.3924 2.2578
C -1.5060 -1.4117 1.1947
C -3.7635 2.0966 0.6796
C -4.0040 -5.6297 0.8337
N -0.2601 -2.7828 -2.4762
H 1.7241 1.3115 -4.0784
C 5.1517 -0.2876 0.3698
C 4.3925 -0.7476 -1.7898
*
```

In the Mulliken picture, each atom carries the following charge in e:
1 C 0.267
2 H 0.584
3 C -1.390
4 H 0.206
5 C -0.784
6 C -0.954
7 C -0.762
8 H 0.520
9 H 0.399
10 C -0.802
11 H 0.461
12 N 0.832
13 H 0.319
14 C -0.977
15 N -0.498
16 C -0.277
17 H 0.572
18 N 1.038
19 N -1.231
20 H 0.234
21 C 0.327
22 O -0.327
23 H -0.481
24 C -0.442
25 C -0.802
26 H 0.414
27 C 0.164
28 C -0.756
29 H 0.421
30 C -0.357
31 H 0.997
32 H 0.365
33 C -0.964
34 H 0.224
35 H 0.312
36 C 0.335
37 H 0.361
38 O -0.256
39 H 0.328
40 C -0.989
41 H 0.491
42 N 0.376
43 C -1.556
44 C 0.295
45 H 0.521
46 H 0.533
47 C -0.871
48 H 0.243
49 H 0.553
50 N 1.057
51 C -0.448
52 V 0.702
53 H 0.398
54 C -0.940
55 H 0.501
56 H 0.350
57 C -0.757
58 H 0.308
59 H 0.463
60 C -0.880
61 H 0.385
62 H 0.396
63 C 0.548
64 H 0.408
65 C 1.014
66 H 0.518
67 N 0.513
68 C 0.593
69 H 0.562
70 N -0.552
71 C -1.433
72 C -0.634
73 H 0.371
74 C -0.792
75 H 0.380
76 C -1.257
77 O 0.108
78 N -0.946
79 C 0.225
80 N 0.885
81 H 0.497
82 H 0.617
83 H 0.205
84 C 0.025
85 H 0.395
86 H 0.439
87 H 0.587
88 C 0.403
89 C 0.616
90 C -0.660
91 C -0.321
92 C 0.477
93 C -0.844
94 N -0.317
95 H 0.283
96 C -0.306
97 C -1.358



Computed, not measured: a structure of composition C41H41N2P2Re at a distorted geometry, with wB97M-V/def2-TZVPD.

Summary:
expectation value of S² = 0.761
Kohn-Sham gap (spin up / spin down) = 6.17 / 6.57 eV
E_HOMO (spin up / spin down) = -10.04 / -10.15 eV
E_tot = -66863.1459 eV
energy above the lowest of the compared OMol25 structures with the same formula, charge and spin = 66.3 kcal/mol

The geometry in ORCA input format:
```
! wB97M-V def2-TZVPD RIJCOSX def2/J DEFGRID3
* xyz 1 2
P 1.0053 -0.0574 -1.1721
H -2.0734 -1.9744 5.0645
H -0.2411 5.6841 -1.9959
H -0.0487 2.8142 -2.9390
C 3.2117 0.2991 2.7491
H 4.5350 1.9952 5.3649
C 3.0359 0.6031 -4.6860
C -3.6802 -2.0008 2.1013
H -2.8976 5.1708 -2.1922
C 3.3074 1.2002 3.8053
H -1.4548 0.2694 4.2493
H 2.2434 -2.7441 -0.4703
C -5.0670 -0.7735 -0.1238
H -0.8754 -1.1121 -2.9037
C 3.5148 1.8853 -4.4739
C -3.2443 -2.4383 3.3369
H 2.5622 -2.0694 3.4697
H 6.3093 -1.0518 2.9585
H -4.2988 -2.6486 1.5006
H -1.6245 1.9033 2.6143
C -2.7543 4.3907 -1.4503
C 0.7445 -1.7872 -1.6715
C -3.7743 -0.3847 0.2411
C 3.1621 2.5821 -3.3288
H -0.6719 5.5158 -0.2894
C -5.5846 -0.5064 -1.3743
C -0.3262 4.9860 -1.1704
C 2.3458 0.0284 0.0963
H 3.5225 3.5862 -3.1674
H -2.9394 4.8114 -0.4677
H 4.1532 2.3466 -5.2081
H 2.0517 2.5153 -1.4926
C -1.3106 3.8589 -1.5239
C 0.0374 -4.0238 2.3648
C 5.4677 -0.4177 3.1969
C -2.9687 0.2841 -0.7088
C 4.3094 -0.5051 2.4468
C -0.6121 -3.1177 1.5429
C 1.6844 -2.3651 2.9137
C 2.2336 -0.0109 -3.7392
H -3.4656 3.5876 -1.6210
H -5.1997 0.3785 -3.2883
N -2.1682 1.3718 1.9418
H 3.2940 0.0751 -5.5899
C 1.1430 -4.1534 -1.6400
H -2.9681 1.9180 1.6265
C -0.1092 -1.8407 1.4132
C 5.5485 0.4757 4.2527
H -0.1277 -5.3276 -2.8996
H 6.4514 0.5313 4.8418
H -3.5443 -3.4097 3.6962
C -3.5264 0.5415 -1.9661
C -1.0077 3.3303 -2.9438
H -1.7720 2.6282 -3.2603
C -2.5306 0.0843 2.4094
H 1.6931 -4.3493 3.6863
C -2.0758 -0.3733 3.6414
H 3.0326 -0.8161 -0.0051
H -1.3959 -3.3964 -3.7452
Re -0.9757 1.0162 -0.3446
C -4.8113 0.1602 -2.3063
H -2.9409 1.0773 -2.7053
C -0.5988 -3.2479 -3.0312
C 4.4700 1.2890 4.5515
H 2.4614 1.8306 4.0410
C 1.0528 -1.4570 2.0746
H -0.3578 -5.0196 2.4839
C -3.3235 -0.7497 1.6013
H 0.6517 4.5650 -0.9571
P 1.6284 0.2646 1.8173
H -1.5030 -3.4051 1.0061
C 1.9105 0.6715 -2.5742
H -0.6456 -1.1207 0.7877
H 1.8748 -1.0176 -3.9042
C -2.4260 -1.6289 4.1048
H -6.5984 -0.7943 -1.6073
H -0.9685 4.1508 -3.6534
H -5.6974 -1.2605 0.6056
H 1.7023 -4.9984 -1.2667
C 2.3515 1.9826 -2.3887
H 4.2708 -1.2190 1.6361
C 0.1234 -4.3357 -2.5591
C 1.1815 -3.6465 3.0470
C -0.3034 -1.9781 -2.5742
C 1.4562 -2.8798 -1.1954
N -1.1498 2.7993 -0.6075
H 2.9066 0.9506 -0.0975
*
```

In the Mulliken picture, each atom carries the following charge in e:
1 P 0.269
2 H 0.445
3 H 0.414
4 H 0.331
5 C 0.573
6 H 0.408
7 C -0.666
8 C -0.925
9 H 0.442
10 C -0.537
11 H 0.360
12 H 0.331
13 C -0.651
14 H 0.380
15 C -0.692
16 C -0.957
17 H 0.524
18 H 0.429
19 H 0.525
20 H 0.248
21 C -1.732
22 C 0.904
23 C 1.001
24 C -0.773
25 H 0.393
26 C -0.801
27 C -1.602
28 C -1.690
29 H 0.454
30 H 0.405
31 H 0.414
32 H 0.280
33 C 1.701
34 C -1.355
35 C -0.761
36 C -0.151
37 C -0.170
38 C -0.866
39 C -0.626
40 C -0.759
41 H 0.307
42 H 0.486
43 N -0.360
44 H 0.442
45 C -0.630
46 H 0.347
47 C 1.236
48 C -0.507
49 H 0.413
50 H 0.405
51 H 0.436
52 C 0.049
53 C -1.465
54 H 0.194
55 C 0.455
56 H 0.448
57 C -0.664
58 H 0.538
59 H 0.474
60 Re 0.502
61 C -0.987
62 H 0.116
63 C -0.751
64 C -0.706
65 H 0.371
66 C 1.685
67 H 0.506
68 C 1.173
69 H 0.305
70 P 0.645
71 H 0.698
72 C 1.446
73 H -1.446
74 H 0.387
75 C -0.743
76 H 0.400
77 H 0.533
78 H 0.549
79 H 0.473
80 C -0.629
81 H 0.263
82 C -0.640
83 C -0.921
84 C -0.550
85 C -0.631
86 N 0.068
87 H 0.761



Computed, not measured: a structure of composition C41H42AsMnN3O7S2, with wB97M-V/def2-TZVPD.

Summary:
expectation value of S² = 8.816
Kohn-Sham gap (spin up / spin down) = 5.90 / 6.58 eV
E_HOMO (spin up / spin down) = -1.67 / -2.36 eV
E_tot = -175828.8144 eV
energy above the lowest of the compared OMol25 structures with the same formula, charge and spin = 131.4 kcal/mol

The geometry in ORCA input format:
```
! wB97M-V def2-TZVPD RIJCOSX def2/J DEFGRID3
* xyz -2 6
H -0.9039 -5.0128 1.9349
C -2.0349 5.4750 3.2248
C 0.6149 1.1696 -0.1467
H 1.6939 1.1056 1.8168
N -2.3042 1.2438 -0.5014
H -4.1114 1.3795 -1.6742
C 0.3307 5.1717 3.5360
C 0.0647 -1.2188 3.3678
C -1.2511 1.8114 2.8248
C 2.3261 3.3835 -0.7905
C -2.3636 -4.2757 -1.1676
H 1.1498 0.2065 -3.3382
H -0.6571 7.0818 3.6082
S -3.1217 -2.6644 -1.4112
H 5.2834 0.9510 0.7163
O -5.7146 0.0706 -0.1712
H 1.8952 -0.1546 3.7228
H 0.4226 -3.2924 3.7071
C 1.8557 1.3251 0.7642
Mn -2.1152 -0.4429 1.4751
H 1.6890 -2.1370 1.6254
H 0.8705 -0.3190 5.1299
H 1.7728 -1.7414 4.5395
H 1.0348 3.1392 3.3708
C -1.5655 0.7009 -4.7805
H -3.1454 3.6790 2.7734
As 0.4698 -1.5636 -1.1500
C 0.1780 3.8054 3.3425
O -3.8510 -0.5416 0.8540
C 2.2341 -2.7746 0.9419
C -1.6183 -4.5622 2.6302
C 3.5957 -4.4299 -0.8250
N -0.6139 -0.2695 2.7757
H -2.0366 1.6775 -4.7285
C -1.4541 -0.0478 -3.6094
O -1.9078 2.9235 -2.3577
H 3.4302 -3.6865 2.4773
O -0.5893 -1.4453 0.1916
H 0.2359 -2.7290 -4.8482
C 1.9368 -2.7067 -0.4155
C 1.2288 -0.8440 4.2424
H -5.4213 -2.2532 -1.7001
H -1.8437 0.3499 -2.6728
H -1.3845 -4.0819 -0.7290
C 2.7721 2.5207 0.4313
H 2.6458 2.0158 -3.8461
H 3.1892 -0.4912 0.1624
H -2.9591 -4.8667 -0.4673
H -1.4571 -4.9976 3.6179
C 0.0568 2.4277 -0.7136
C -4.5284 0.2363 0.0380
H 2.7305 4.3957 -0.7492
H -1.1103 0.8040 -6.8846
H -4.9399 -3.6944 -2.6479
H 5.5043 0.6773 -1.0210
H -2.2418 -4.8157 -2.1102
C -1.0801 3.2683 3.0897
O -2.3178 -2.3805 2.1234
H -4.1671 2.2730 -0.1640
C -1.0394 0.2125 -5.9776
H -2.8972 6.1281 3.1534
C -4.8268 -3.1692 -1.6947
H -5.1761 -3.8015 -0.8730
C 3.2173 2.4515 -1.7361
C 3.6310 1.6069 -0.4987
N -0.2593 1.0429 3.1247
C -0.2577 -2.5815 3.2607
H 0.0112 -1.4037 -6.9337
C 2.6179 -3.5510 -1.2898
H 5.6597 2.3192 -0.3507
H -2.6301 -4.7805 2.2896
H 0.4091 4.3564 -1.4494
C -0.2768 -1.7697 -4.8291
H 4.0632 3.0061 -2.1505
H 3.1993 3.0653 1.2765
H 2.3753 -3.5174 -2.3480
H 4.1224 -5.0783 -1.5181
H 4.6425 -5.1687 0.9011
C 2.6859 0.4092 -0.1832
S -1.7009 2.6341 -0.9362
C -0.4020 -1.0248 -6.0034
C 1.4532 0.2266 -1.1209
O -2.0844 3.7491 -0.0756
C 1.6861 0.6926 -2.5311
C 3.2038 -3.6516 1.4163
H 1.3174 5.5842 3.7150
C 0.8450 3.4493 -1.0325
C -0.7771 6.0117 3.4788
C -3.7791 1.3605 -0.6325
C 5.1028 1.3768 -0.2777
C -1.4062 -3.0687 2.6566
H -0.1651 0.6033 0.3232
C 2.5095 1.6989 -2.8153
C -0.8089 -1.2717 -3.6567
O -2.3733 1.3961 2.3296
C -2.1834 4.1099 3.0222
C 3.8894 -4.4814 0.5323
*
```

In the Mulliken picture, each atom carries the following charge in e:
1 H 0.252
2 C -0.686
3 C -0.892
4 H 0.202
5 N 0.563
6 H 0.304
7 C -0.742
8 C 1.146
9 C 0.312
10 C -0.137
11 C -0.691
12 H 0.002
13 H 0.365
14 S 0.468
15 H 0.393
16 O -0.768
17 H 0.208
18 H 0.195
19 C -0.324
20 Mn 1.027
21 H 0.502
22 H 0.414
23 H 0.363
24 H 0.269
25 C -0.569
26 H 0.379
27 As -0.437
28 C -0.263
29 O -0.769
30 C -0.123
31 C -1.615
32 C -0.606
33 N 0.743
34 H 0.447
35 C 0.432
36 O -0.795
37 H 0.420
38 O 1.178
39 H 0.356
40 C -0.032
41 C -1.456
42 H 0.310
43 H 0.611
44 H -0.104
45 C -0.724
46 H 0.321
47 H 0.360
48 H 0.342
49 H 0.448
50 C 0.724
51 C 0.099
52 H 0.419
53 H 0.331
54 H 0.305
55 H 0.339
56 H 0.363
57 C 0.791
58 O -0.872
59 H 0.371
60 C -0.571
61 H 0.360
62 C -1.111
63 H 0.267
64 C -0.119
65 C 1.011
66 N -0.636
67 C -1.079
68 H 0.337
69 C -0.718
70 H 0.478
71 H 0.333
72 H 0.426
73 C -0.573
74 H 0.564
75 H 0.224
76 H 0.411
77 H 0.374
78 H 0.345
79 C -0.865
80 S 1.382
81 C -0.424
82 C 0.910
83 O -0.725
84 C -0.504
85 C -0.837
86 H 0.361
87 C -1.352
88 C -0.373
89 C -0.784
90 C -1.812
91 C 0.778
92 H 0.776
93 C -1.366
94 C -0.354
95 O -0.820
96 C -0.229
97 C -0.559



Which formula does entry 3 have? C41H42AsMnN3O7S2



Among the records above, which one has the lowest expectation value of S²? C41H41N2P2Re



energy above the lowest of the compared OMol25 structures with the same formula, charge and spin of number 1 (C41H41N11O3V)? 6.5 kcal/mol